No. 1
This record from the OMol25 dataset describes 7 unconnected molecules or ions with the total composition C44H53FN6O5S. The level of theory is wB97M-V/def2-TZVPD.

Each line ends with the Löwdin charge.
Atoms and positions in Å:
1 C 4.534823 0.466099 3.108767  0.141
2 C 4.680899 0.350155 1.794161  0.000
3 C 5.049378 0.621135 0.257512  -0.350
4 C 4.044006 1.444059 -0.695563  -0.114
5 C 3.486790 2.830502 -0.095748  -0.181
6 C 2.418043 2.701274 1.104183  -0.211
7 C 1.354149 1.498986 0.978981  -0.168
8 C -0.065906 1.933016 0.284440  -0.197
9 O -1.041524 0.954657 0.804737  -0.240
10 C -2.276882 0.993250 0.032608  -0.259
11 C -3.262470 -0.131893 0.708469  -0.093
12 O 4.934242 -0.753677 -0.314468  -0.231
13 S 6.105280 -0.743852 -1.571928  0.850
14 O 6.939888 -2.023498 -1.533722  -0.288
15 O 5.329650 -0.693716 -2.878410  -0.295
16 O 7.033090 0.654687 -1.206381  -0.182
17 C 6.643494 0.867737 0.187851  -0.230
18 C 7.325731 2.052378 1.044002  -0.179
19 F 7.416140 1.686514 2.471582  -0.078
20 C 8.868095 2.274871 0.557920  -0.160
21 C 9.759343 1.047459 1.158735  -0.112
22 H 4.348470 0.620084 4.237151  0.079
23 H 3.187626 0.756481 -1.091034  0.139
24 H 4.655548 1.722059 -1.653618  0.133
25 H 3.010266 3.444882 -0.955668  0.119
26 H 4.363437 3.492251 0.303416  0.111
27 H 2.939342 2.671616 2.145665  0.098
28 H 1.802091 3.695627 1.109644  0.112
29 H 1.062234 1.201273 2.071677  0.125
30 H 1.741148 0.535973 0.486677  0.099
31 H 0.011410 1.904630 -0.865600  0.128
32 H -0.331397 2.964072 0.722621  0.123
33 H -2.702266 2.066450 0.132008  0.123
34 H -2.024402 0.732529 -1.067409  0.111
35 H -4.241269 -0.197907 0.107580  0.065
36 H -3.456718 0.200347 1.803597  0.051
37 H -2.661126 -1.123140 0.737287  0.085
38 H 7.052118 -0.087413 0.728897  0.165
39 H 6.704743 3.034568 1.025101  0.157
40 H 8.928209 2.333920 -0.589471  0.117
41 H 9.233644 3.239028 1.095330  0.123
42 H 9.909874 1.205061 2.305990  0.087
43 H 10.828696 1.062224 0.709364  0.085
44 H 9.248599 0.018654 1.041170  0.081
45 N -3.621215 -1.554698 -2.509849  0.055
46 C -2.601186 -2.395135 -2.760001  -0.146
47 C -2.749882 -3.763188 -2.920902  -0.078
48 C -4.024319 -4.302429 -2.814467  -0.081
49 C -5.096889 -3.460476 -2.554823  -0.069
50 C -4.847159 -2.104807 -2.413378  -0.152
51 H -1.624143 -1.927256 -2.830993  0.102
52 H -1.891236 -4.391738 -3.123821  0.098
53 H -4.180503 -5.369658 -2.933007  0.105
54 H -6.104152 -3.848694 -2.465054  0.103
55 H -5.653680 -1.405279 -2.213313  0.092
56 N 2.381048 -3.770814 2.397903  0.057
57 C 1.499926 -4.728482 2.057056  -0.155
58 C 1.113254 -4.991884 0.752948  -0.075
59 C 1.662478 -4.221700 -0.263034  -0.076
60 C 2.573198 -3.224771 0.059232  -0.063
61 C 2.898730 -3.041106 1.393818  -0.136
62 H 1.095968 -5.301308 2.886265  0.096
63 H 0.400658 -5.778535 0.536505  0.101
64 H 1.383490 -4.396926 -1.296918  0.104
65 H 3.020260 -2.605237 -0.708743  0.094
66 H 3.608368 -2.277025 1.696008  0.081
67 N -4.288758 -0.872614 3.592847  0.047
68 C -3.686719 -1.370097 4.687817  -0.139
69 C -4.344475 -1.628833 5.879638  -0.077
70 C -5.703498 -1.356303 5.951991  -0.083
71 C -6.351103 -0.840811 4.837680  -0.076
72 C -5.605753 -0.620132 3.690632  -0.143
73 H -2.623672 -1.563613 4.582701  0.103
74 H -3.808329 -2.032714 6.729902  0.099
75 H -6.253253 -1.544283 6.868403  0.104
76 H -7.410636 -0.616434 4.859794  0.101
77 H -6.067556 -0.221785 2.792112  0.105
78 N -6.167519 1.347989 -2.656700  0.057
79 C -6.964099 2.432079 -2.683770  -0.155
80 C -6.976295 3.354566 -3.717773  -0.074
81 C -6.114568 3.152790 -4.787109  -0.083
82 C -5.279569 2.043257 -4.785395  -0.078
83 C -5.343994 1.176077 -3.706465  -0.147
84 H -7.616836 2.547467 -1.824085  0.099
85 H -7.641580 4.208930 -3.688093  0.101
86 H -6.094040 3.854012 -5.615631  0.084
87 H -4.595198 1.856541 -5.604190  0.094
88 H -4.714806 0.292809 -3.659721  0.070
89 N -4.700351 5.328512 -7.356660  0.055
90 C -4.563831 6.072495 -8.468576  -0.149
91 C -3.431774 6.064394 -9.267372  -0.076
92 C -2.373943 5.244509 -8.898796  -0.080
93 C -2.486455 4.466749 -7.754360  -0.069
94 C -3.661412 4.542412 -7.024019  -0.149
95 H -5.415895 6.698922 -8.712972  0.102
96 H -3.377707 6.683264 -10.154737  0.101
97 H -1.470025 5.211679 -9.498101  0.106
98 H -1.680045 3.816438 -7.437801  0.103
99 H -3.799369 3.951513 -6.124075  0.078
100 N 2.378739 -5.137378 8.229795  0.048
101 C 1.457089 -4.213545 8.554463  -0.161
102 C 0.826437 -3.395557 7.630645  -0.084
103 C 1.166752 -3.532893 6.291637  -0.080
104 C 2.116608 -4.477316 5.927538  -0.075
105 C 2.687896 -5.250172 6.925810  -0.152
106 H 1.227539 -4.141935 9.613033  0.099
107 H 0.088419 -2.669245 7.949241  0.096
108 H 0.695812 -2.909627 5.538343  0.103
109 H 2.405604 -4.609871 4.891698  0.072
110 H 3.432650 -6.004501 6.691169  0.101

Atomic forces in eV per Å
C 0.640 -0.313 -7.173
C -0.607 2.247 6.642
C -1.061 -1.068 1.616
C 0.305 1.312 -0.384
C 0.090 0.399 0.291
C -0.472 0.485 0.077
C -0.949 0.115 0.820
C 0.992 -0.841 1.504
O 0.398 1.205 -1.710
C -0.491 -0.705 0.441
C 1.139 1.315 -0.065
O 3.300 1.227 -1.765
S -0.764 -5.394 -4.172
O -2.265 4.939 1.064
O 2.503 1.296 4.272
O -2.252 -1.285 0.520
C 0.049 -1.771 2.903
C 0.874 0.976 -0.475
F -0.568 0.294 -2.827
C -0.368 -0.571 1.354
C 0.329 0.440 0.610
H 0.427 -0.620 -2.614
H 1.670 1.155 1.123
H -0.960 -0.602 1.743
H 0.783 -1.195 1.305
H -1.398 -1.249 -0.809
H -0.793 -0.168 -2.038
H 1.114 -1.701 0.011
H 0.462 0.463 -2.018
H -0.420 1.541 0.709
H -0.334 0.187 1.696
H 0.257 -1.284 -1.080
H 0.376 -1.711 -0.409
H -0.626 0.506 1.608
H 1.579 -0.067 0.942
H 0.251 -0.733 -2.111
H -1.267 1.579 -0.159
H -0.779 1.699 -0.598
H 1.073 -1.806 -0.010
H -0.115 0.053 1.857
H -0.637 -1.544 -1.330
H -0.428 -0.239 -2.134
H -1.979 -0.188 0.524
H 0.995 1.674 -0.090
N -0.130 -0.877 -0.157
C -0.418 0.549 0.144
C -0.144 -0.049 0.036
C -0.024 -0.086 -0.006
C 0.185 -0.088 -0.027
C 0.525 0.427 0.019
H -0.005 -0.065 -0.004
H -0.036 0.059 0.012
H 0.015 0.082 0.007
H 0.055 0.058 0.000
H 0.005 -0.018 0.002
N -0.260 -0.189 -0.688
C 0.421 0.453 0.260
C 0.058 0.087 -0.096
C -0.014 0.012 -0.046
C -0.144 -0.135 -0.037
C -0.101 -0.202 0.577
H -0.035 -0.031 -0.066
H 0.038 0.047 0.046
H 0.027 0.012 0.077
H 0.009 -0.029 0.079
H -0.035 -0.018 -0.079
N -0.527 -0.251 1.026
C -0.187 0.243 -0.612
C -0.147 0.036 -0.007
C -0.051 -0.011 0.064
C 0.088 -0.072 0.130
C 0.661 -0.084 -0.198
H -0.030 -0.007 0.038
H -0.013 0.023 -0.064
H 0.044 0.016 -0.072
H 0.068 -0.009 -0.027
H -0.015 0.000 0.043
N -0.034 0.471 -0.571
C 0.348 -0.556 0.124
C 0.114 -0.085 -0.053
C 0.017 0.094 -0.172
C -0.214 0.184 0.116
C -0.272 -0.142 0.514
H 0.001 0.039 -0.054
H 0.040 -0.058 0.012
H -0.013 -0.003 0.049
H -0.049 -0.059 0.053
H 0.037 0.118 -0.016
N 0.621 -0.057 -0.416
C -0.218 -0.298 0.557
C 0.119 -0.104 0.073
C 0.066 -0.010 -0.037
C 0.000 0.108 -0.150
C -0.546 0.335 -0.057
H 0.063 -0.014 -0.036
H -0.028 -0.030 0.066
H -0.074 0.002 0.048
H -0.068 0.033 0.002
H 0.108 0.051 -0.043
N -0.329 0.440 -0.485
C 0.473 -0.496 -0.034
C 0.065 -0.039 -0.151
C -0.045 0.046 -0.054
C -0.098 0.026 -0.009
C -0.106 -0.021 0.700
H -0.029 0.032 -0.050
H 0.049 -0.043 0.013
H 0.064 -0.054 0.020
H 0.022 0.099 0.042
H -0.035 0.054 -0.042

Summary:
HOMO in eV: -9.36
Charge: 0
SMILES: C#C[C@]1(CCCCCOCC)OS(=O)(=O)O[C@H]1[C@@H](F)CC.c1ccncc1.c1ccncc1.c1ccncc1.c1ccncc1.c1ccncc1.c1ccncc1
LUMO level in eV: 0.0

---

No. 2
This record from the OMol25 dataset describes a single CH5IOSi molecule. The level of theory is wB97M-V/def2-TZVPD.

Each line ends with the Löwdin charge.
Atoms and positions in Å:
1 C 0.226451 0.852383 0.370914  -0.290
2 O -0.325032 -2.030967 0.357514  -0.295
3 Si -0.752636 -0.603497 -0.370421  0.115
4 I -3.178433 0.169460 0.040913  0.255
5 H -0.308095 1.841093 0.498527  0.023
6 H 0.646495 0.451145 1.521310  0.116
7 H 1.112954 1.081361 -0.208994  -0.008
8 H -0.303933 -1.965743 1.391180  0.111
9 H -1.012215 -0.904637 -1.878942  -0.027

Atomic forces in eV per Å
C 0.613 -0.537 2.690
O -0.192 0.762 2.594
Si -1.442 0.428 -0.352
I 0.739 -0.410 0.105
H 0.282 -1.437 -0.046
H -1.293 1.255 -3.346
H 0.377 -0.142 -0.056
H -0.028 -0.245 -2.946
H 0.943 0.327 1.358

Summary:
HOMO in eV: -9.31
Charge: 0
SMILES: C[Si@@H](O)I
LUMO level in eV: 0.4

---

No. 3
This record from the OMol25 dataset describes a single C14H26N4O8S2 molecule. The level of theory is wB97M-V/def2-TZVPD.

Each line ends with the Löwdin charge.
Atoms and positions in Å:
1 C 2.492514 2.776218 2.574502  -0.063
2 C 3.461887 2.105551 1.610651  -0.229
3 N 2.809523 1.045485 0.860115  -0.155
4 S 3.686365 -0.351401 0.573620  0.677
5 O 3.086699 -1.441111 1.270111  -0.245
6 O 5.079633 -0.144332 0.791887  -0.255
7 N 3.373729 -0.350689 -1.071923  -0.160
8 C 2.050161 0.172437 -1.219303  -0.263
9 O 1.049343 -0.754977 -0.854034  0.014
10 C 0.292944 -0.421353 0.295995  -0.266
11 O -0.759078 -1.307113 0.406498  0.020
12 C -1.807977 -1.243766 -0.559945  -0.238
13 N -3.052311 -1.521732 0.076773  -0.167
14 S -3.542928 -0.087298 0.772965  0.667
15 O -2.715893 0.374008 1.848049  -0.251
16 O -4.945497 -0.107061 1.007527  -0.245
17 N -3.202605 0.707242 -0.645880  -0.167
18 C -2.007130 0.150999 -1.226785  -0.258
19 O -0.896016 0.999385 -1.155529  0.018
20 C -0.220724 1.002544 0.097196  -0.246
21 O 0.804189 1.934842 -0.001131  0.037
22 C 2.073731 1.421095 -0.318631  -0.265
23 H 2.584976 2.245101 -0.844646  0.178
24 H -0.897394 1.297885 0.911308  0.162
25 H -2.168414 0.022347 -2.306699  0.173
26 C -3.471269 2.131275 -0.738922  -0.227
27 C -3.975552 2.505197 -2.127029  -0.063
28 H -4.830862 1.888960 -2.387751  0.081
29 H -4.272517 3.550255 -2.136674  0.076
30 H -3.192242 2.356878 -2.865063  0.072
31 H -4.241382 2.317565 0.012129  0.121
32 H -2.578535 2.716172 -0.488821  0.122
33 C -3.298406 -2.766757 0.782915  -0.215
34 C -2.584133 -2.894641 2.122622  -0.068
35 H -2.902198 -3.808823 2.618450  0.077
36 H -1.508027 -2.916698 1.979530  0.071
37 H -2.831065 -2.042052 2.749573  0.069
38 H -3.017011 -3.581825 0.110941  0.128
39 H -4.381422 -2.782742 0.930255  0.117
40 H -1.600641 -2.006476 -1.324829  0.175
41 H 0.886968 -0.538953 1.211277  0.165
42 H 1.870165 0.443986 -2.268169  0.183
43 C 3.841106 -1.484885 -1.851705  -0.216
44 C 3.096222 -2.791251 -1.606076  -0.070
45 H 2.059165 -2.701244 -1.916501  0.070
46 H 3.572561 -3.590871 -2.168451  0.077
47 H 3.117396 -3.032425 -0.547154  0.066
48 H 3.781176 -1.194986 -2.905383  0.126
49 H 4.892501 -1.586726 -1.572296  0.119
50 H 3.886128 2.843598 0.917093  0.128
51 H 4.281019 1.628223 2.149895  0.112
52 H 1.671724 3.227691 2.024547  0.068
53 H 2.085946 2.042184 3.263918  0.082
54 H 3.013450 3.545059 3.139009  0.075

Atomic forces in eV per Å
C 0.154 -0.090 -0.225
C 0.159 0.095 0.377
N 0.190 -0.688 -0.362
S 0.307 0.566 -0.225
O -0.305 -0.344 0.054
O 0.379 0.147 -0.043
N -0.160 0.375 0.894
C -0.254 0.311 -0.506
O -0.083 -0.243 0.059
C 0.027 0.353 0.309
O 0.030 -0.006 -0.163
C 0.358 -0.370 -0.478
N 0.118 0.719 0.168
S -0.385 0.133 -0.955
O 0.211 -0.058 0.229
O -0.441 -0.172 0.052
N 0.043 -0.329 0.644
C 0.069 -0.101 -0.729
O 0.105 0.255 0.064
C -0.211 -0.325 0.258
O -0.067 0.018 -0.110
C -0.085 0.330 -0.459
H -0.087 -0.270 0.119
H 0.226 -0.033 -0.236
H 0.042 -0.050 0.281
C -0.134 0.169 0.124
C 0.100 -0.135 0.334
H -0.105 -0.034 -0.064
H 0.001 0.105 -0.073
H 0.063 0.027 -0.155
H 0.018 0.240 -0.056
H -0.132 -0.051 0.069
C -0.189 -0.100 0.410
C -0.015 -0.082 -0.155
H -0.032 -0.062 0.075
H 0.032 -0.033 0.098
H 0.025 -0.013 0.171
H -0.106 0.104 -0.039
H 0.063 -0.264 -0.031
H -0.102 0.192 0.200
H -0.188 0.053 -0.226
H 0.115 -0.012 0.229
C 0.152 -0.361 0.058
C 0.034 0.102 -0.078
H -0.047 -0.101 -0.017
H 0.037 -0.083 -0.047
H -0.044 -0.136 0.011
H 0.110 0.047 0.123
H 0.026 -0.083 -0.267
H 0.062 -0.100 0.035
H 0.048 0.258 0.025
H -0.084 0.094 0.051
H -0.058 -0.059 0.104
H 0.009 0.096 0.073

Summary:
HOMO in eV: -9.55
Charge: 0
SMILES: CCN1[C@@H]2O[C@H]3O[C@H]4[C@@H](O[C@H]3O[C@@H]2N(CC)S1(=O)=O)N(CC)S(=O)(=O)N4CC
LUMO level in eV: 0.5

---

No. 4
This record from the OMol25 dataset describes a single C4H2N2S molecule. The level of theory is wB97M-V/def2-TZVPD.

Each line ends with the Löwdin charge.
Atoms and positions in Å:
1 C 2.503868 -0.522411 -0.015571  -0.408
2 C -1.685772 -1.103125 0.301980  0.142
3 C -1.049075 1.197890 0.067337  -0.442
4 C 1.192878 -0.107606 -0.074675  -0.404
5 N 3.562377 -0.964362 -0.058368  0.147
6 N -1.488333 0.040103 0.089924  -0.160
7 S 0.739798 1.471896 0.048710  1.004
8 H -1.912277 -1.890853 -0.298605  0.037
9 H -1.863460 1.878469 -0.060736  0.083

Atomic forces in eV per Å
C -0.501 0.815 -0.185
C 0.163 0.640 1.979
C 0.635 2.510 -0.483
C -0.830 1.139 0.216
N 1.280 -0.607 0.070
N -0.126 -1.991 0.136
S -0.717 -1.887 -0.076
H -0.404 -2.048 -1.732
H 0.500 1.431 0.075

Summary:
HOMO (alpha / beta) in eV: -8.55 / -8.55
Charge: 0
LUMO level (alpha / beta) in eV: -1.5 / -1.5

---

No. 5
This record from the OMol25 dataset describes a single C4H9NO molecule. The level of theory is wB97M-V/def2-TZVPD.

Each line ends with the Löwdin charge.
Atoms and positions in Å:
1 C -0.433406 -0.449343 1.596292  -0.110
2 N -0.174265 -0.345630 0.173952  -0.293
3 C 1.006337 -1.089653 -0.224728  -0.102
4 C -0.127231 1.018988 -0.324289  -0.188
5 C -0.787850 1.043727 -1.689314  -0.251
6 O -0.269972 1.441804 -2.704002  0.050
7 H 0.373964 -0.023720 2.220974  0.089
8 H -0.552485 -1.503984 1.867819  0.084
9 H -1.369214 0.064552 1.839726  0.083
10 H 0.873081 -2.152492 0.000694  0.085
11 H 1.165737 -0.987148 -1.303290  0.088
12 H 1.920564 -0.736046 0.289389  0.090
13 H 0.893330 1.426676 -0.402306  0.127
14 H -0.703975 1.672493 0.342478  0.123
15 H -1.814616 0.619777 -1.683396  0.125

Atomic forces in eV per Å
C -0.075 -0.025 0.160
N 0.027 0.050 0.007
C 0.115 -0.135 -0.093
C 0.040 0.101 -0.004
C 0.140 0.128 -0.260
O -0.209 -0.152 0.453
H -0.076 -0.043 -0.101
H 0.041 0.164 -0.040
H 0.161 -0.076 -0.019
H 0.013 0.150 -0.025
H -0.034 -0.033 0.158
H -0.141 -0.036 -0.066
H -0.125 -0.052 0.046
H 0.018 -0.069 -0.125
H 0.105 0.029 -0.092

Summary:
HOMO in eV: -8.95
Charge: 0
SMILES: CN(C)CC=O
LUMO level in eV: 1.0

---

No. 6
This record from the OMol25 dataset describes a gas-phase ion, C4H4BrClPS (charge +1). The level of theory is wB97M-V/def2-TZVPD.

Each line ends with the Löwdin charge.
Atoms and positions in Å:
1 C 0.470803 1.564746 0.645006  -0.194
2 C -0.722351 1.088879 0.098391  -0.266
3 C 1.650898 0.831446 0.436830  -0.699
4 C -0.243541 -1.924688 0.183199  -0.063
5 P -0.763359 -0.494999 -0.741928  0.014
6 S 3.026579 0.236386 0.528387  0.994
7 Cl -2.539406 -0.784437 -1.417041  0.481
8 Br 0.445543 -0.198205 -2.529643  0.501
9 H 0.754096 2.353947 1.334999  0.134
10 H -1.666700 1.671048 0.007498  0.098
11 H 0.590273 -1.961622 0.751636  -0.010
12 H -1.002835 -2.382500 0.702667  0.011

Atomic forces in eV per Å
C 1.535 -2.365 -0.846
C -0.487 0.027 -0.282
C -1.615 1.753 0.891
C -1.625 2.253 -2.234
P 1.512 0.652 0.585
S 0.868 -0.666 -0.236
Cl -1.158 -0.239 -0.128
Br 0.165 -0.317 0.152
H -0.987 0.551 -0.199
H 0.786 -0.550 0.555
H 3.176 0.202 1.139
H -2.170 -1.300 0.602

Summary:
HOMO (alpha / beta) in eV: -14.26 / -11.84
Charge: +1
LUMO level (alpha / beta) in eV: -5.7 / -6.3

---

So what do the calculations give for largest force on an atom? Going down the list: 7.2, 3.8, 1.0, 2.7, 0.5, 3.6 eV/Å.